Record 1
Entry from OMol25: the ion C4H6FN2 with charge +1 in a non-equilibrium geometry (the ωB97M-V functional and the def2-TZVPD basis).

Last column: Löwdin charge in e.
Geometry (Å):
H 0.878 -1.437 1.356  0.17
N -0.546 -0.047 0.393  0.17
N -1.949 1.821 0.344  0.25
H -2.288 2.679 0.837  0.13
C 0.913 -1.248 -0.779  -0.21
H -0.918 -0.419 -2.233  0.09
H 2.021 -1.009 -1.147  0.20
H 1.538 0.133 0.995  0.18
H 0.753 -2.380 -1.011  0.17
C -0.912 1.254 0.758  -0.45
F 0.004 1.993 1.411  0.11
C 0.780 -0.643 0.540  -0.21
C -0.275 -0.697 -1.463  0.38

Cartesian forces, eV/Å:
-0.7 0.8 -0.8
0.5 0.6 -3.6
-1.9 -0.6 0.4
1.0 -0.7 -0.8
1.7 -1.7 -3.6
-1.2 0.3 -1.1
-2.4 -0.3 -0.1
-1.2 -1.2 -1.6
0.8 1.3 1.3
0.7 0.8 -0.5
0.3 -1.2 0.6
0.8 0.4 4.5
1.5 1.6 5.1

- Charge: +1
- HOMO level (alpha / beta): -0.537 / -0.573 Eh


Record 2
Entry from OMol25: the ion C4H6FN2O2S with charge +1 in a non-equilibrium geometry (the ωB97M-V functional and the def2-TZVPD basis).

Last column: Löwdin charge in e.
Geometry (Å):
F 4.781 0.504 -1.376  -0.15
H 2.454 -1.788 -0.814  0.15
O 4.741 -1.331 0.320  -0.21
H -0.174 -1.960 -0.823  0.16
H -1.345 1.141 1.257  0.10
N 1.791 -1.089 -0.647  0.12
O 4.759 1.075 1.104  -0.20
H -1.837 -0.440 0.752  0.12
C 2.274 0.009 -0.058  -0.10
H 1.409 1.484 0.828  0.15
H -1.587 0.930 -0.526  0.09
C 0.070 -0.029 0.156  -0.28
C 0.451 -1.167 -0.418  0.01
C -1.293 0.481 0.395  0.02
N 1.198 0.679 0.354  0.17
S 4.481 0.054 0.174  0.83

Cartesian forces, eV/Å:
-0.4 -0.7 2.9
0.6 -1.7 -0.8
0.2 0.8 -0.4
0.3 0.2 0.2
0.1 0.4 -0.2
1.0 1.1 1.6
0.3 -0.2 -0.7
-0.2 1.1 -1.0
1.9 -0.7 -0.9
-0.6 2.7 1.5
-1.0 0.3 -0.4
-1.1 0.7 0.5
-0.7 -1.7 -1.6
0.2 -1.7 1.7
2.8 -0.7 -0.4
-3.4 0.3 -1.9

- Charge: +1
- SMILES: Cc1c[nH+]c(S(=O)(=O)F)[nH]1
- HOMO level: -0.532 Eh


Record 3
Entry from OMol25: a structure of composition C4H6FNO2 in a non-equilibrium geometry (the ωB97M-V functional and the def2-TZVPD basis).

Last column: Löwdin charge in e.
Geometry (Å):
O 2.780 2.369 -0.463  -0.01
F 0.346 -2.133 -0.354  -0.19
H -1.983 0.270 0.904  0.18
H 0.633 1.429 -1.497  0.24
N 0.884 1.155 -0.443  0.12
C -1.116 -1.807 -0.107  -0.13
C 0.136 0.357 0.330  -0.55
O 0.459 0.022 1.456  0.04
H -1.358 -2.264 1.042  0.15
H 2.143 1.451 1.299  0.17
C -1.302 -0.133 -0.127  -0.10
H -1.973 0.235 -1.121  0.14
C 1.974 1.645 0.188  -0.26
H -1.623 -2.597 -1.106  0.19

Cartesian forces, eV/Å:
-2.2 -2.1 2.0
-2.8 1.0 0.5
1.9 -1.6 -3.2
1.0 -0.8 3.5
-1.0 0.5 -3.0
0.3 -2.2 -0.2
-3.1 -1.5 1.0
-0.2 0.2 -0.8
0.7 1.3 -3.6
-0.6 -0.1 -1.6
-2.3 -0.7 0.9
2.6 -0.8 2.6
4.7 3.8 -1.5
1.1 3.1 3.4

- HOMO level: -0.368 Eh


Record 4
Entry from OMol25: a cluster of 2 separate species, C4H6FNS in total in a non-equilibrium geometry (the ωB97M-V functional and the def2-TZVPD basis).

Last column: Löwdin charge in e.
Geometry (Å):
H -2.668 1.131 -0.401  -0.27
H 1.013 -1.942 0.147  0.05
C 0.748 -1.153 -0.495  -0.07
C 0.217 1.237 -0.482  -0.21
H 1.423 1.566 1.590  0.09
H -0.276 -1.316 -0.905  0.08
F -2.761 -0.926 -0.695  -0.56
C 0.937 0.145 0.215  -0.35
H 2.062 -0.298 1.890  0.06
H 1.597 -1.345 -1.324  0.14
C 1.586 0.489 1.352  0.09
N -0.400 2.056 -1.000  0.15
S -3.478 0.356 0.106  0.80

Cartesian forces, eV/Å:
2.4 2.8 -1.4
-0.1 -1.2 1.2
1.9 -0.6 -2.1
0.5 -0.6 0.6
0.9 -1.2 0.5
0.9 0.3 0.3
-0.6 0.5 0.6
-0.5 1.6 -0.3
0.5 0.1 0.7
-2.1 0.9 1.3
-1.9 0.6 -2.2
0.0 0.0 -0.1
-1.8 -3.3 0.9

- SMILES: C=C(C)C#N.FS
- HOMO level: -0.358 Eh


Record 5
Entry from OMol25: a structure of composition C4H6FeO7 in a non-equilibrium geometry (the ωB97M-V functional and the def2-TZVPD basis).

Last column: Mulliken spin population.
Geometry (Å):
C -0.830 1.950 -1.439  0.00
C -0.464 0.779 0.594  0.00
C 1.231 -2.393 1.065  0.03
C -0.341 -0.624 1.127  0.00
H -1.216 1.321 1.187  0.00
H -0.216 -0.582 2.216  0.00
H -1.238 -1.214 0.894  0.00
O 0.804 -1.253 0.540  0.02
Fe 2.010 -4.346 1.907  5.00
O -0.883 0.745 -0.756  0.00
O -1.523 1.678 -2.603  0.00
H 1.039 1.007 -2.179  0.00
H -1.720 2.525 -3.019  0.00
O -1.097 3.004 -0.835  0.00
O 1.052 1.951 -1.997  0.00
H 0.496 1.305 0.707  0.00
O 2.244 -2.931 0.540  -0.01
O 0.650 -2.922 2.052  -0.05

Cartesian forces, eV/Å:
-0.2 1.5 0.6
0.0 0.6 -0.4
-0.8 2.3 -1.2
-0.6 0.2 0.3
0.2 -0.1 0.0
0.0 -0.1 -0.2
0.2 0.1 0.0
0.6 -0.8 0.1
0.6 -1.3 0.5
0.7 -1.1 0.4
0.3 -0.4 -0.8
0.2 -0.1 -0.2
0.3 0.0 0.3
0.9 -0.3 -0.3
-2.0 0.0 0.6
-0.2 -0.1 -0.2
0.4 -0.2 -0.2
-0.6 -0.1 0.6

- Charge: -1
- HOMO level (alpha / beta): -0.158 / -0.158 Eh
- Multiplicity: 6


Record 6
Entry from OMol25: a structure of composition C4H6FeO7 in a non-equilibrium geometry (the ωB97M-V functional and the def2-TZVPD basis).

Last column: Mulliken spin population.
Geometry (Å):
C 1.076 -0.547 -0.114  0.00
H -0.751 -1.507 0.383  0.00
Fe 5.255 0.719 0.303  3.73
C -0.300 -0.511 0.490  0.00
C 3.079 0.664 0.225  -0.03
O 3.760 -0.364 -0.075  0.13
O -2.871 -0.024 1.113  0.00
C -2.409 0.459 0.090  0.00
H 1.031 -0.644 -1.206  0.00
H -0.250 -0.261 1.558  0.00
O -2.993 -1.169 -1.694  1.02
O -2.928 1.582 -0.448  0.00
O 1.769 0.668 0.211  0.01
H -3.824 -1.494 -1.338  -0.02
H -3.856 1.652 -0.198  0.00
O -1.090 0.456 -0.190  0.00
H 1.624 -1.401 0.300  0.00
O 3.677 1.721 0.590  0.14

Cartesian forces, eV/Å:
-0.3 -0.9 -0.5
0.2 0.2 0.1
1.7 0.2 0.1
-0.5 -0.1 0.3
-3.8 0.0 0.2
0.4 -1.0 -0.4
0.0 -1.1 -1.9
0.5 2.9 4.1
0.0 0.1 0.2
-0.1 -0.1 -0.2
0.6 0.1 -0.3
0.1 -0.9 -1.3
1.5 0.7 0.2
-0.7 -0.3 0.2
0.0 -0.1 0.2
0.0 -0.6 -1.1
-0.1 0.2 -0.1
0.4 0.8 0.1

- Charge: +1
- HOMO level (alpha / beta): -0.481 / -0.481 Eh
- Multiplicity: 6


Record 7
Entry from OMol25: a structure of composition C4H6I2O in a non-equilibrium geometry (the ωB97M-V functional and the def2-TZVPD basis).

Last column: Löwdin charge in e.
Geometry (Å):
H 1.831 -1.975 0.500  0.11
C -0.363 -1.716 -0.175  -0.12
I -0.345 2.198 -2.535  0.78
H -0.567 -1.164 -1.165  0.09
I -0.160 3.476 0.789  0.81
H -1.052 -1.455 0.615  0.07
C 0.985 -1.281 0.270  -0.25
C -1.222 2.299 -0.614  -1.45
C 1.082 -0.132 0.902  -0.05
O -2.114 1.646 -0.286  -0.08
H 1.956 0.264 1.469  0.07
H -0.402 -2.768 -0.531  0.08
H 0.371 0.607 0.760  -0.05

Cartesian forces, eV/Å:
-0.9 0.2 -0.8
0.3 -0.1 -3.2
0.1 0.1 -0.3
-0.3 -0.4 1.5
0.2 0.5 0.2
-0.6 -0.3 -0.3
1.3 -1.1 2.2
1.4 0.5 -0.1
2.5 0.7 0.3
-1.7 -0.9 0.3
-0.5 -0.8 -0.6
-0.1 0.5 0.8
-1.8 1.2 0.1

- HOMO level: -0.351 Eh


Record 8
Entry from OMol25: a cluster of 2 separate species, C4H6IN in total in a non-equilibrium geometry (the ωB97M-V functional and the def2-TZVPD basis).

Last column: Löwdin charge in e.
Geometry (Å):
H 0.247 1.530 -1.454  0.07
C 0.502 -1.330 1.306  -0.11
N -1.430 0.478 -0.781  -0.51
I -2.569 0.185 0.915  0.75
H -1.315 2.483 -1.370  0.07
H 1.648 -2.497 -0.484  0.10
H 0.187 -1.416 2.314  0.07
C 1.505 -1.596 0.176  -0.12
C -0.653 1.747 -0.882  -0.27
H -0.541 2.178 0.128  0.05
C 0.175 -0.896 0.148  -0.14
H 2.244 -0.864 -0.016  0.05

Cartesian forces, eV/Å:
0.0 0.3 0.2
-1.0 0.2 -0.5
1.8 -1.4 0.6
-0.1 0.7 -0.3
0.2 -0.4 -0.4
-0.3 0.4 1.4
0.4 -0.3 0.7
-0.6 0.0 -2.4
-1.7 -0.3 1.4
0.9 -0.1 -0.5
-1.0 0.7 -0.8
1.5 0.3 0.4

- HOMO level (alpha / beta): -0.326 / -0.327 Eh


Record 9
Entry from OMol25: a structure of composition C4H6IN2 in a non-equilibrium geometry (the ωB97M-V functional and the def2-TZVPD basis).

Last column: Löwdin charge in e.
Geometry (Å):
N 1.348 2.038 -0.352  0.14
C 0.251 -1.848 -0.227  -0.04
H 1.188 -2.271 -0.466  0.10
C 0.744 1.371 0.590  0.00
H 2.104 1.767 -0.813  0.07
C -1.410 -0.733 -0.060  -0.82
H -1.770 -3.087 0.272  0.14
H 0.651 2.651 -0.861  0.18
I -3.090 0.389 -0.080  1.02
H -0.129 1.878 1.085  0.12
C -1.013 -2.286 -0.101  -0.01
N -0.167 -0.416 -0.211  -0.05
H 1.293 0.547 1.223  0.15

Cartesian forces, eV/Å:
-6.3 2.6 1.4
-2.7 -0.9 0.0
0.9 -0.2 0.1
0.9 -2.2 2.2
4.0 -1.6 -2.3
1.8 -1.5 -0.7
2.2 0.9 -1.3
1.8 -0.6 0.6
0.0 0.1 0.2
0.7 -1.0 -0.8
-2.1 -0.5 1.8
-0.3 2.5 0.2
-0.9 2.2 -1.3

- Charge: +1
- HOMO level (alpha / beta): -0.476 / -0.476 Eh